Record 1
72
Properties=species:S:1:pos:R:3:lowdin_charge:R:1 method="wB97M-V/def2-TZVPD" charge=-1 e_tot_ev=-80602.500 orbital_gap_ha=0.095 relative_energy_kcal_mol=11.3 homo_ev=-2.16
C -5.4134 -0.0917 4.0220 -0.13
C -4.6275 -1.1512 3.6453 -0.43
N -3.4151 -1.4489 4.0887 -0.09
C -2.5759 -0.3013 4.2746 -0.33
C -1.1241 -0.5143 3.7799 -0.09
C -0.9460 -0.6668 2.2545 -0.49
F 0.3980 -0.8417 2.0591 0.07
F -1.5639 -1.7848 1.8985 0.13
C -1.4989 0.5349 1.4529 -0.49
F -1.2886 1.6479 2.1304 0.14
F -2.7892 0.4259 1.3775 0.17
S -0.8560 0.7240 -0.3164 0.79
F -0.5300 -0.8021 -0.4844 -0.13
F 0.6091 1.0955 0.1426 -0.13
F -1.2294 2.3032 -0.2748 -0.17
F -2.3145 0.4743 -0.8937 -0.14
F -0.3790 0.9321 -1.8116 -0.13
H -6.0695 0.3655 3.2776 -0.02
H -5.3956 0.3798 5.0004 0.00
H -5.0662 -1.8557 2.9114 0.07
H -2.4967 -0.0944 5.3675 0.10
H -2.9699 0.6321 3.8328 0.08
H -0.7684 -1.4677 4.1855 0.12
H -0.4260 0.2501 4.1385 0.11
C -0.3350 -3.6985 -1.3635 -0.05
C 0.9257 -3.2024 -1.0468 -0.06
C 1.7842 -3.9435 -0.2533 0.01
C 1.3830 -5.1798 0.2376 -0.08
C 0.1082 -5.6671 -0.0619 -0.08
C -0.7431 -4.9266 -0.8724 0.01
C -0.3582 -6.9654 0.4924 -0.28
O -1.4626 -7.3954 0.2300 0.11
C 0.5586 -7.7273 1.3854 -0.08
C 0.1213 -8.9147 1.9592 0.00
C 0.9677 -9.6393 2.7808 -0.06
C 2.2600 -9.1854 3.0264 -0.07
C 2.6989 -8.0003 2.4613 -0.01
C 1.8480 -7.2626 1.6471 -0.08
C 2.3218 -5.9723 1.0741 -0.28
O 3.4499 -5.5768 1.2914 0.10
H -1.0020 -3.1205 -1.9903 0.11
H 1.2376 -2.2370 -1.4211 0.10
H 2.7659 -3.5591 -0.0110 0.12
H -1.7259 -5.3081 -1.1143 0.12
H -0.8824 -9.2696 1.7664 0.12
H 0.6228 -10.5617 3.2312 0.10
H 2.9232 -9.7568 3.6639 0.10
H 3.7020 -7.6448 2.6560 0.12
C 1.5681 8.5054 -6.3049 -0.06
C 0.2448 8.7726 -5.9671 -0.06
C -0.3000 8.2335 -4.8141 0.00
C 0.4715 7.4150 -3.9984 -0.08
C 1.7913 7.1283 -4.3494 -0.08
C 2.3391 7.6852 -5.4989 -0.01
C 2.6191 6.2149 -3.5134 -0.28
O 3.7695 5.9708 -3.8193 0.10
C 2.0038 5.6056 -2.3059 -0.09
C 2.7403 4.7073 -1.5443 0.00
C 2.1832 4.1423 -0.4093 -0.05
C 0.8897 4.4777 -0.0225 -0.06
C 0.1485 5.3684 -0.7813 0.01
C 0.6971 5.9283 -1.9285 -0.08
C -0.1226 6.8563 -2.7515 -0.28
O -1.2528 7.1514 -2.4216 0.11
H 1.9953 8.9349 -7.2023 0.10
H -0.3604 9.4044 -6.6049 0.10
H -1.3273 8.4452 -4.5487 0.12
H 3.3663 7.4732 -5.7642 0.12
H 3.7477 4.4466 -1.8405 0.12
H 2.7574 3.4383 0.1796 0.11
H 0.4573 4.0400 0.8675 0.11
H -0.8595 5.6247 -0.4836 0.13

***

Record 2
82
Properties=species:S:1:pos:R:3:mulliken_spin:R:1 method="wB97M-V/def2-TZVPD" charge=0 s2=8.767 e_tot_ev=-128631.916 multiplicity=6 orbital_gap_ha="0.209 / 0.184" relative_energy_kcal_mol=21.3 homo_ev="-6.77 / -7.29"
Ru -1.0775 -1.1582 -0.7728 4.15
C 1.8126 -4.4405 0.0543 0.01
C 1.4545 -3.1981 -0.4992 0.02
N 0.1737 -2.8993 -0.2050 0.14
N -0.2457 -3.8458 0.7764 0.00
C 0.6955 -4.8245 0.8375 0.03
B -1.6374 -3.7263 1.5332 -0.02
N -1.7504 -2.3037 2.1079 0.01
C -1.5597 -1.9333 3.4235 0.03
C -1.1592 -0.6098 3.4595 0.01
C -1.1316 -0.2002 2.1213 0.02
N -1.4680 -1.2101 1.3110 0.15
N -2.6556 -3.5793 0.3570 0.01
C -3.8481 -4.1470 0.2196 0.03
C -4.6054 -3.4971 -0.7785 0.01
C -3.7299 -2.4917 -1.2299 0.03
N -2.6443 -2.4324 -0.4925 0.13
H 2.7991 -4.8731 -0.0711 0.00
H 2.0389 -2.5665 -1.1609 0.00
H 0.4619 -5.6941 1.4287 0.00
H -1.9375 -4.6271 2.2885 0.00
H -1.7326 -2.6970 4.1893 0.00
H -0.8891 0.0701 4.2793 0.00
H -0.8830 0.8004 1.8473 -0.02
H -4.0229 -5.0365 0.8391 0.00
H -5.5840 -3.7166 -1.0858 0.00
H -3.9001 -1.7305 -1.9324 0.00
C 1.2365 3.7553 -1.0582 0.00
N 1.7645 2.6959 -0.2651 0.01
C 2.9971 2.8539 0.4979 0.00
C 1.1148 1.3952 -0.3497 0.18
C 1.2904 0.6452 -1.6869 -0.19
C 2.1778 1.0638 -2.6409 -0.01
C 2.4424 0.2333 -3.7201 0.07
C 1.6643 -0.9370 -3.9443 -0.01
C 0.6100 -1.2318 -3.0900 0.01
C 0.5124 -0.5183 -1.8771 0.20
H 1.9884 4.0849 -1.8320 0.00
H 0.9089 4.6597 -0.4496 0.00
H 0.3424 3.3522 -1.5122 0.00
H 2.8879 2.1866 1.3715 0.00
H 3.1641 3.9122 0.8194 0.00
H 3.8983 2.5111 -0.0430 0.00
H 0.0266 1.5333 -0.2096 -0.06
H 1.3598 0.7378 0.5443 -0.06
H 2.7248 2.0101 -2.5617 0.00
H 3.3112 0.3016 -4.3668 0.00
H 1.8476 -1.5213 -4.8218 0.00
H -0.0684 -2.0222 -3.4151 0.01
O -4.2954 4.0675 2.5475 0.00
C -4.6851 4.2854 1.2128 0.00
N -3.8112 3.5520 0.3821 0.00
C -4.0629 3.5166 -0.9819 0.00
O -4.7617 4.3574 -1.5100 0.00
C -3.2910 2.4789 -1.7341 -0.02
C -3.3267 2.5374 -3.1468 0.02
C -2.9768 1.4727 -3.8609 0.01
C -2.4898 0.3310 -3.1626 0.02
N -2.2571 0.3434 -1.8246 0.05
C -2.7415 1.4294 -1.1124 -0.03
H -4.9615 4.4609 3.1261 0.00
H -4.5320 5.3745 0.9267 0.00
H -5.7346 3.9635 1.0442 0.00
H -3.3161 2.7915 0.8273 0.00
H -3.7292 3.4264 -3.6330 0.00
H -3.1135 1.4805 -4.9348 0.00
H -2.2879 -0.6270 -3.6679 0.01
H -2.7196 1.3572 -0.0070 0.04
Br 4.3373 -1.2322 5.0861 0.00
C 4.9437 -0.7141 3.3724 0.00
C 6.2721 -0.3201 3.1554 0.00
C 6.7345 0.0064 1.8994 0.00
C 5.8530 0.1091 0.8374 0.00
C 4.4778 -0.2016 1.0267 0.00
C 4.0447 -0.6145 2.2844 0.00
C 2.5234 -0.9317 2.5636 0.00
O 2.1960 -2.1246 2.7997 0.00
O 1.8788 0.1634 2.4308 0.00
H 6.9177 -0.3454 4.0200 0.00
H 7.7670 0.2386 1.7932 0.00
H 6.2054 0.3504 -0.1815 0.00
H 3.7663 -0.1162 0.1875 0.00

***

Record 3
64
Properties=species:S:1:pos:R:3:nbo_charge:R:1 method="wB97M-V/def2-TZVPD" charge=0 e_tot_ev=-204138.681 orbital_gap_ha="0.223 / 0.219" relative_energy_kcal_mol=3.6 homo_ev="-7.65 / -7.67"
Os 0.1761 0.0263 -0.3479 0.89
O -0.6546 -3.3977 -0.9572 -0.67
C -1.2710 -2.3694 -1.2981 0.80
O -0.7738 -1.2924 -1.7499 -0.70
C -2.7373 -2.3843 -0.9848 -0.03
C -3.5533 -3.4345 -1.3845 -0.19
C -4.9044 -3.4054 -1.0870 -0.19
C -5.4380 -2.3424 -0.3646 -0.21
C -4.6168 -1.3179 0.0729 -0.18
C -3.2562 -1.3295 -0.2375 -0.37
P -2.2261 0.0600 0.3393 1.09
C -3.1777 1.4385 -0.3707 -0.38
C -3.1843 1.5337 -1.7637 -0.17
C -3.9146 2.5276 -2.3850 -0.19
C -4.6414 3.4384 -1.6247 -0.18
C -4.6376 3.3467 -0.2444 -0.23
C -3.9055 2.3454 0.3865 -0.14
C -2.4314 0.1617 2.1367 -0.40
C -1.9452 1.3029 2.7795 -0.20
C -1.9651 1.3902 4.1606 -0.20
C -2.4504 0.3289 4.9166 -0.19
C -2.9177 -0.8129 4.2860 -0.22
C -2.9071 -0.8992 2.8987 -0.13
H -3.1182 -4.2655 -1.9238 0.23
H -5.5465 -4.2119 -1.4163 0.22
H -6.4960 -2.3155 -0.1387 0.22
H -5.0341 -0.5007 0.6492 0.23
H -2.6052 0.8343 -2.3550 0.24
H -3.9093 2.6016 -3.4644 0.22
H -5.2053 4.2223 -2.1137 0.22
H -5.2014 4.0532 0.3508 0.22
H -3.9164 2.2812 1.4665 0.21
H -1.5567 2.1308 2.1971 0.22
H -1.5939 2.2825 4.6479 0.22
H -2.4580 0.3929 5.9970 0.22
H -3.2880 -1.6448 4.8708 0.22
H -3.2673 -1.7992 2.4167 0.22
Br 1.7377 -0.3902 3.0462 0.15
C 1.7123 1.2228 2.1089 0.17
C 2.5188 2.2278 2.6215 -0.27
C 2.4612 3.4908 2.0764 -0.14
C 1.5577 3.7300 1.0607 -0.22
C 0.7978 2.6843 0.5886 0.12
N 0.8767 1.4101 1.0628 -0.45
C -0.1843 2.9168 -0.5320 0.75
O -0.6462 4.0231 -0.7070 -0.60
O -0.4437 1.8426 -1.1956 -0.70
H 3.1742 1.9949 3.4469 0.25
H 3.0947 4.2806 2.4594 0.23
H 1.4137 4.7029 0.6135 0.26
O 2.2238 -3.0185 -0.9452 -0.85
S 1.1992 -2.9791 0.0608 1.59
N 0.7256 -1.5461 0.4516 -0.90
Se 1.9030 0.0992 -2.0738 0.14
C 3.6282 0.2760 -1.2829 -0.15
C 4.6346 -0.5731 -1.7231 -0.28
C 5.9066 -0.4372 -1.1863 0.04
N 6.2400 0.4638 -0.2624 -0.43
C 5.2630 1.2744 0.1461 0.03
C 3.9640 1.2244 -0.3278 -0.29
H 4.4304 -1.3420 -2.4566 0.23
H 6.7011 -1.0981 -1.5163 0.19
H 5.5395 2.0166 0.8898 0.18
H 3.2317 1.9342 0.0201 0.20

***

Record 4
42
Properties=species:S:1:pos:R:3:nbo_charge:R:1 method="wB97M-V/def2-TZVPD" charge=+2 e_tot_ev=-206126.086 orbital_gap_ha=0.200 relative_energy_kcal_mol=0.0 homo_ev=-14.35
Re 1.5675 0.8223 -1.5858 0.81
S 7.5841 -0.7290 -1.4889 -0.11
As 5.8474 -1.6816 -0.5993 0.78
S 4.3890 0.2323 -0.7926 -0.21
S 3.2613 -0.3181 -2.3990 0.10
S 7.2389 -0.5520 0.6173 -0.12
O -1.4894 1.1088 -0.1469 -0.52
C -0.5507 1.0801 0.5778 0.80
O 0.7702 1.2569 -0.0095 -0.71
C -0.4918 0.8734 2.0248 -0.14
C 0.6465 0.3852 2.6602 -0.17
C 0.5988 0.0921 4.0115 -0.18
C -0.5840 0.3256 4.6852 0.09
C -1.7166 0.8485 4.0904 -0.19
C -1.6706 1.1136 2.7339 -0.14
N -0.6448 -0.0107 6.1351 0.52
O -1.6562 0.2898 6.7215 -0.33
O 0.3071 -0.5986 6.5935 -0.34
H 1.5688 0.2433 2.1142 0.22
H 1.4512 -0.3000 4.5458 0.27
H -2.5994 1.0353 4.6831 0.28
H -2.5339 1.5212 2.2275 0.24
C -3.3545 0.7509 -2.9003 -0.42
N -2.6604 -0.5045 -2.5554 -0.29
C -3.2883 -1.6217 -2.0631 -0.01
C -2.3271 -2.5411 -1.8146 -0.04
N -1.1216 -1.9715 -2.1570 -0.30
C 0.1550 -2.6868 -2.0975 -0.41
C -1.3422 -0.7286 -2.5997 0.21
Se -0.1694 0.7247 -3.0693 0.46
H -4.4116 0.5216 -2.9933 0.25
H -2.9864 1.1221 -3.8530 0.24
H -3.1926 1.4760 -2.1064 0.25
H -4.3557 -1.6666 -1.9400 0.27
H -2.3966 -3.5518 -1.4530 0.27
H 0.0017 -3.6947 -2.4741 0.26
H 0.5068 -2.7281 -1.0684 0.23
H 0.8725 -2.1795 -2.7354 0.23
F 2.8496 2.7521 -3.4037 -0.30
C 2.0987 2.7268 -2.3097 0.82
F 2.8048 3.2623 -1.2935 -0.31
F 1.0238 3.5003 -2.5125 -0.31

***

Record 5
24
Properties=species:S:1:pos:R:3:nbo_charge:R:1 method="wB97M-V/def2-TZVPD" charge=0 e_tot_ev=-9456.589 orbital_gap_ha=0.262 relative_energy_kcal_mol=126.5 homo_ev=-8.69
C 0.6216 -2.4491 -0.5448 -0.36
N 1.2376 -1.2505 -0.2954 -0.15
C -1.4152 0.7006 -0.1931 -0.40
C -0.3870 1.5717 -0.9485 -0.41
C 0.9241 1.7369 -0.1901 -0.22
N 2.0327 1.9179 -1.1537 -0.83
C -1.8407 1.1464 1.2144 -0.62
C 0.2299 -2.9092 0.8978 -0.57
H -0.2410 -2.3905 -1.2253 0.16
H 1.3309 -3.2120 -0.9217 0.22
H -0.9004 -0.2592 -0.0840 0.20
H -2.2672 0.4120 -0.8073 0.20
H -0.1134 0.9647 -1.8000 0.21
H -0.7932 2.5645 -1.1536 0.20
H 0.9199 2.6041 0.4866 0.17
H 1.1163 0.8856 0.4667 0.18
H 2.8526 2.1987 -0.6289 0.35
H 2.2157 0.9923 -1.5346 0.35
H -2.6838 0.4883 1.4648 0.21
H -1.0719 1.0428 1.9970 0.20
H -2.0993 2.2095 1.2642 0.20
H -0.5446 -2.2975 1.3644 0.22
H -0.2422 -3.8788 0.8227 0.24
H 1.1186 -2.7893 1.5027 0.24

***

Record 6
50
Properties=species:S:1:pos:R:3:mulliken_spin:R:1 method="wB97M-V/def2-TZVPD" charge=-1 s2=0.750 e_tot_ev=-33762.333 multiplicity=2 orbital_gap_ha="0.075 / 0.306" homo_ev="0.67 / -5.53"
Ag 0.0581 -0.6640 -0.3089 -0.51
F -1.3227 -1.1489 -2.2168 0.00
C 2.5635 1.1887 -0.7291 0.74
O 1.8143 0.3913 -1.2021 -0.24
N 3.7661 1.4467 -1.2018 -0.82
C 4.4867 2.6679 -0.8073 0.45
C 4.4110 0.6891 -2.2351 0.29
H 2.2779 1.7932 0.1456 0.23
H 4.4456 2.8463 0.2672 -0.09
H 3.9416 3.5085 -1.2366 -0.04
H 5.5270 2.5268 -1.1004 -0.06
H 4.7056 1.4118 -2.9961 0.04
H 5.3100 0.1341 -1.9670 -0.15
H 3.7457 -0.0497 -2.6819 0.08
C -3.1282 -0.4813 0.6298 0.20
O -2.0324 0.0063 0.8947 -0.06
N -3.7500 -1.3393 1.3929 -0.21
C -5.0709 -1.8367 1.0967 0.04
C -3.1810 -1.8566 2.6611 -0.15
H -3.7058 -0.3088 -0.2915 0.02
H -4.9327 -2.9108 1.2209 -0.02
H -5.4444 -1.4953 0.1313 0.02
H -5.8336 -1.5493 1.8204 -0.01
H -2.8810 -2.9036 2.7045 -0.05
H -2.2131 -1.3864 2.8343 0.22
H -3.7722 -1.6484 3.5529 -0.01
C 1.0643 -2.9276 2.1394 1.66
O 0.4968 -2.4977 1.1466 -0.53
N 1.0890 -2.3145 3.3838 -2.54
C 1.7064 -3.0130 4.5518 1.40
C 0.6252 -0.8915 3.6052 1.26
H 1.5604 -3.9105 2.1334 0.34
H 1.7948 -4.0925 4.4295 0.19
H 0.9881 -3.0801 5.3688 -0.21
H 2.6405 -2.5823 4.9124 -0.43
H 0.3463 -0.3445 2.7046 0.44
H -0.3682 -0.8392 4.0508 0.04
H 1.3856 -0.3866 4.2009 -0.53
C -1.2856 1.9874 -2.0377 -0.01
O -1.9146 2.7003 -1.2878 -0.02
N -1.1790 2.2907 -3.4208 0.00
C -0.4245 1.3878 -4.3590 0.01
C -1.6057 3.4992 -4.0618 0.01
H -0.8966 1.0430 -1.6266 0.02
H -1.0369 1.0054 -5.1755 0.00
H -0.0541 0.4554 -3.9328 0.00
H 0.5128 1.8388 -4.6850 0.00
H -2.0949 3.9696 -3.2088 0.00
H -0.7902 4.1640 -4.3463 0.00
H -2.3451 3.5073 -4.8626 0.00